Here is a structure of composition C34H45F3N5OSSi2Zr from the OMol25 dataset. Energies are from ωB97M-V/def2-TZVPD.

Atoms and positions in Å:
Zr 0.45497 -0.53672 0.24508
O 3.37087 -2.78375 2.31040
C 2.52912 -2.35062 1.54388
N 1.65542 -1.34794 1.78533
C 1.45914 -1.06943 3.19715
C -0.00960 -1.07388 3.52890
C -0.41499 -0.80459 4.83275
C -1.75559 -0.86281 5.15179
C -2.65826 -1.21124 4.15383
C -2.16931 -1.45354 2.88720
N -0.87670 -1.36885 2.55400
C 2.24488 -3.11811 0.27664
C 3.12290 -4.11578 -0.11274
C 2.71607 -5.02633 -1.07015
C 1.42318 -4.92914 -1.56432
C 0.62099 -3.89036 -1.13296
N 1.01412 -2.97254 -0.24458
H 1.94848 -1.85657 3.77714
H 1.90846 -0.12961 3.51947
H 0.33208 -0.56341 5.57803
H -2.09202 -0.65722 6.15937
H -3.71539 -1.30252 4.36144
H -2.85457 -1.73081 2.09310
H 4.08517 -4.17349 0.37521
H 3.37847 -5.81409 -1.40291
H 1.03905 -5.63864 -2.28331
H -0.38490 -3.79301 -1.51974
F -2.95974 -0.00647 -4.30713
C -3.80114 -0.07210 -3.27034
F -4.96946 -0.55289 -3.72744
F -4.04478 1.19009 -2.85775
C -3.26419 -0.94331 -2.16375
C -3.84029 -2.17503 -1.92754
C -3.32260 -3.00248 -0.93242
C -2.22356 -2.56404 -0.23354
N -1.63988 -1.38022 -0.46290
C -2.13303 -0.55025 -1.41511
S -1.23315 0.89268 -1.65297
H -4.69177 -2.48986 -2.51553
H -3.75779 -3.96880 -0.72541
H -1.76774 -3.16640 0.54428
C 3.68470 -1.48601 -2.94588
Si 2.15298 -0.39990 -2.73463
C 2.02230 0.74724 -4.22548
C 0.64784 -1.54372 -3.07286
C 2.14157 0.32751 -0.98276
Si 2.65793 2.15710 -0.91254
C 4.00999 2.34579 0.40598
C 3.49523 2.88068 -2.44587
C 1.22867 3.38404 -0.60072
H 3.62205 -2.06996 -3.86692
H 3.79759 -2.18151 -2.11096
H 4.59640 -0.88575 -2.99771
H 1.82192 0.12861 -5.10282
H 2.92948 1.31668 -4.41871
H 1.19176 1.44942 -4.11751
H 0.05358 -1.13783 -3.89280
H -0.01398 -1.65492 -2.21885
H 0.97983 -2.54115 -3.36183
H 2.96125 -0.19393 -0.45575
H 4.94966 1.94441 0.01877
H 3.80892 1.83405 1.34847
H 4.17110 3.40385 0.62432
H 4.29217 2.23993 -2.83042
H 3.94878 3.83181 -2.15695
H 2.79483 3.08157 -3.25593
H 1.23924 3.78746 0.41231
H 0.25712 2.92190 -0.77006
H 1.32716 4.22199 -1.29479
C -2.75265 3.72828 0.42573
N -3.01092 2.28172 0.24409
C -4.40376 2.04730 -0.19696
C -2.69929 1.42792 1.45053
C -1.36473 1.74272 2.07532
C -1.37211 2.61518 3.16226
C -0.18880 3.03461 3.74830
C 1.00780 2.58554 3.21693
C 0.99700 1.69943 2.14968
C -0.17538 1.21838 1.54136
H -3.00228 4.24708 -0.49725
H -1.70567 3.89036 0.66150
H -3.37304 4.10919 1.23549
H -2.37039 1.92128 -0.50174
H -5.08672 2.42192 0.56348
H -4.56743 0.98111 -0.34022
H -4.58295 2.55879 -1.13906
H -2.72050 0.40209 1.08872
H -3.50767 1.57160 2.16911
H -2.31767 2.96972 3.55996
H -0.20279 3.70876 4.59453
H 1.94979 2.91876 3.63651
H 1.95714 1.37302 1.76221

Output
- Energy: -81509.4577 eV
- Relative energy (zero: lowest compared OMol25 entry of this formula, charge and spin): 16.2 kcal per mole
- Highest occupied orbital energy: -11.17 eV
- Multiplicity: 1
- Total charge: +1